Formula: C62H173N13O18
Source: the Open Molecules 2025 dataset
Level of theory: ωB97M-V/def2-TZVPD

Properties
Strongest force on any atom, eV/Å: 4.27
Energy, eV: -123314.89606
LUMO, eV: 0.455
HOMO, eV: -8.756
Energy relative to the best compared isomer or geometry (same formula, charge and spin), kcal per mole: 0.0
Kohn-Sham gap, eV: 9.211

Each line ends with the Löwdin charge.
Cartesian coordinates (Å):
C -0.59903 3.67706 2.83865  -0.04
C -1.53362 4.49676 2.03698  -0.50
C -2.86784 4.55613 2.70214  -0.17
O -3.91000 4.99455 1.71043  -0.26
C -5.18233 5.26727 2.34660  -0.09
N -1.06157 5.87508 1.97155  0.08
H 0.45346 3.76957 2.61515  0.06
H -0.99513 2.62587 2.69229  0.09
H -0.86146 3.95098 3.87898  0.09
H -1.59135 4.02758 1.07728  0.09
H -2.78097 5.28543 3.55894  0.15
H -3.15450 3.53856 3.03453  0.11
H -5.15519 6.17524 2.90823  0.07
H -5.34256 4.36226 2.98523  0.09
H -5.91171 5.34113 1.46860  0.11
H -1.71186 6.48157 1.52483  0.06
H -0.19122 5.85953 1.45913  0.04
C -0.09029 -2.25819 -4.25021  -0.07
C -1.47452 -2.81056 -4.24439  -0.46
C -1.44105 -4.35062 -4.32189  -0.15
O -0.85023 -4.83247 -3.07099  -0.23
C -0.76058 -6.23920 -3.00641  -0.12
N -2.39122 -2.43439 -3.20346  0.07
H 0.04566 -1.11747 -4.19466  0.11
H 0.35460 -2.60808 -5.17196  0.07
H 0.36012 -2.65035 -3.33362  0.05
H -1.95809 -2.48945 -5.18558  0.12
H -0.78031 -4.59511 -5.12579  0.11
H -2.41900 -4.82791 -4.50358  0.13
H -0.36561 -6.62846 -2.00496  0.10
H -0.08900 -6.64094 -3.82779  0.09
H -1.74875 -6.66535 -3.14630  0.08
H -2.42408 -1.43901 -3.08994  0.05
H -2.12709 -2.82898 -2.28470  0.07
C 2.83896 2.59391 1.28635  -0.03
C 3.12948 2.98795 2.74430  -0.41
C 4.34154 2.26199 3.32300  -0.15
O 4.32436 2.50596 4.77897  -0.24
C 5.18391 1.72496 5.55177  -0.13
N 3.34380 4.43726 2.87589  0.04
H 1.84411 2.86195 0.94076  0.06
H 2.94597 1.49090 1.31037  0.08
H 3.58466 3.02128 0.63772  0.08
H 2.26522 2.82081 3.36938  0.11
H 5.29406 2.64854 2.87760  0.13
H 4.42812 1.20256 3.11459  0.11
H 6.22347 1.99077 5.28216  0.09
H 4.95366 0.65796 5.47326  0.09
H 5.13995 2.16105 6.55541  0.09
H 4.31916 4.67942 2.61251  0.10
H 3.31474 4.70044 3.87754  0.10
C -6.61908 -1.87823 2.29747  -0.05
C -5.92792 -3.27067 2.19728  -0.43
C -4.90486 -3.24570 1.08435  -0.25
O -5.66845 -3.07301 -0.06559  -0.17
C -4.85644 -2.71866 -1.20899  -0.08
N -5.27997 -3.80706 3.39367  0.04
H -5.87935 -1.10884 2.59278  0.07
H -7.31952 -1.93185 3.11979  0.07
H -6.99547 -1.68328 1.27850  0.07
H -6.72826 -3.95449 1.98487  0.13
H -4.27908 -4.13860 1.22726  0.09
H -4.19113 -2.35386 1.23687  0.15
H -4.47336 -3.52218 -1.79515  0.06
H -3.92241 -2.13400 -1.00891  0.08
H -5.56255 -2.20148 -1.83372  0.07
H -4.53091 -3.19948 3.75255  0.05
H -5.86936 -3.91822 4.20361  0.07
C -6.99767 0.48355 -2.04641  -0.06
C -6.81382 1.30093 -0.71296  -0.44
C -5.76629 2.41553 -0.83243  -0.21
O -4.39132 1.98900 -0.82724  -0.20
C -3.90372 1.85397 0.51474  -0.07
N -8.09682 1.93300 -0.39882  0.03
H -5.97510 0.28797 -2.29365  0.04
H -7.47883 1.10453 -2.87199  0.10
H -7.56015 -0.46511 -1.91168  0.08
H -6.35792 0.52140 0.01340  0.14
H -5.94894 3.16043 -0.00818  0.12
H -5.92254 2.98544 -1.72929  0.12
H -4.65758 1.27503 1.12655  0.10
H -3.61567 2.83025 1.02827  0.09
H -3.02432 1.24330 0.42286  0.06
H -8.19736 2.14037 0.62212  0.09
H -8.75769 1.18171 -0.52315  0.06
C 1.24221 3.65801 -7.51594  -0.06
C 1.13111 3.19804 -6.06385  -0.39
C 2.33724 3.84361 -5.32014  -0.22
O 3.51053 3.84645 -6.07963  -0.23
C 4.57370 4.60756 -5.53129  -0.10
N -0.15655 3.55453 -5.38793  0.08
H 2.16924 3.18579 -7.87738  0.08
H 1.41122 4.72945 -7.65511  0.08
H 0.31244 3.52083 -8.04600  0.07
H 1.26295 2.12154 -6.08531  0.12
H 2.56024 3.20910 -4.40595  0.13
H 2.06344 4.86428 -5.02578  0.11
H 4.88531 4.11306 -4.60208  0.07
H 4.22102 5.65325 -5.25439  0.10
H 5.40880 4.68523 -6.25181  0.09
H -0.15288 4.55731 -5.42471  0.03
H -0.21613 3.33314 -4.39017  0.05
C -3.29689 -7.23293 0.56000  -0.07
C -2.50908 -6.87309 1.77744  -0.43
C -1.57672 -5.68502 1.64551  -0.17
O -0.50261 -6.02052 0.71134  -0.21
C 0.48405 -5.05081 0.39770  -0.11
N -3.31476 -6.43033 2.98750  0.03
H -2.63766 -7.51403 -0.28235  0.08
H -4.02560 -6.39777 0.24964  0.10
H -4.00295 -8.07074 0.69690  0.08
H -1.83003 -7.69551 2.06356  0.14
H -1.15622 -5.31682 2.55583  0.09
H -2.23355 -4.91777 1.13311  0.13
H 1.44149 -5.49920 0.29934  0.07
H 0.43563 -4.24640 1.17612  0.08
H 0.20788 -4.58876 -0.55446  0.07
H -3.75039 -7.31749 3.34019  0.09
H -4.07730 -5.78148 2.74695  0.04
C 5.65465 -2.58467 2.52555  -0.06
C 6.03324 -2.42138 1.06910  -0.43
C 5.05315 -1.47080 0.30548  -0.19
O 3.70570 -1.55997 0.78429  -0.20
C 3.09508 -2.75904 0.43022  -0.13
N 7.42039 -1.95578 0.89535  0.04
H 4.62973 -2.98810 2.62274  0.06
H 5.65821 -1.51900 2.96330  0.10
H 6.33584 -3.30463 3.00369  0.08
H 6.12178 -3.46278 0.63218  0.14
H 5.19380 -1.59935 -0.76804  0.10
H 5.30621 -0.38220 0.43922  0.12
H 2.04042 -2.66930 0.76316  0.07
H 3.55529 -3.60186 0.91669  0.07
H 3.14305 -2.98543 -0.66422  0.10
H 7.93722 -2.13173 0.08483  0.05
H 7.66087 -1.13611 1.41450  0.06
C 1.52502 -0.92251 6.55360  -0.05
C 0.55164 0.04957 5.89702  -0.39
C 1.18139 1.45228 5.77589  -0.20
O 1.09096 2.14441 7.01715  -0.18
C 1.55122 3.47952 6.90606  -0.09
N 0.24623 -0.30462 4.52127  0.04
H 1.04428 -1.87136 6.76821  0.05
H 1.87230 -0.53851 7.51760  0.08
H 2.47064 -1.10901 5.95238  0.10
H -0.39301 0.18017 6.46645  0.14
H 0.59469 1.99261 5.00112  0.12
H 2.22420 1.33789 5.53922  0.10
H 1.15220 3.87186 5.97751  0.07
H 2.64839 3.50988 6.77229  0.08
H 1.20487 4.02059 7.78508  0.09
H 0.48366 -1.25455 4.29228  0.07
H 0.66249 0.25103 3.75627  0.07
C 0.41482 8.29254 -3.62933  -0.05
C -0.40179 6.98068 -3.62845  -0.42
C -1.31950 7.04414 -2.36661  -0.19
O -2.15431 5.90646 -2.36319  -0.20
C -2.84736 5.65478 -1.19024  -0.11
N -1.21341 6.85518 -4.83761  0.05
H -0.23591 9.12940 -3.80570  0.07
H 1.27290 8.24493 -4.32123  0.08
H 0.79409 8.38882 -2.63041  0.06
H 0.25763 6.21222 -3.50182  0.09
H -1.90138 7.98575 -2.37042  0.14
H -0.70479 6.94126 -1.44973  0.13
H -2.18307 5.32958 -0.41662  0.04
H -3.65603 4.91681 -1.39519  0.11
H -3.26745 6.54165 -0.84907  0.07
H -1.89823 6.10159 -4.62098  0.08
H -1.73426 7.69521 -4.96008  0.06
C 2.49885 -4.47538 -3.34812  -0.04
C 3.66970 -5.52735 -3.47264  -0.44
C 4.44665 -5.70011 -2.17318  -0.23
O 5.42340 -6.71035 -2.29776  -0.20
C 6.17245 -6.90604 -1.11898  -0.11
N 3.11954 -6.77391 -3.88563  0.05
H 2.00136 -4.56552 -2.37921  0.06
H 1.76962 -4.71981 -4.12298  0.06
H 2.90569 -3.41322 -3.49569  0.08
H 4.40161 -5.17593 -4.24668  0.14
H 3.72656 -6.03840 -1.34060  0.14
H 4.84309 -4.71493 -1.86456  0.12
H 7.05478 -7.48049 -1.37032  0.08
H 5.66566 -7.46521 -0.30036  0.09
H 6.40123 -5.89613 -0.72819  0.08
H 3.77474 -7.52996 -3.64191  0.09
H 2.20340 -6.87943 -3.56832  0.02
C -2.10412 -4.51152 7.11853  -0.07
C -1.51216 -3.88823 5.88755  -0.46
C -0.15801 -4.55666 5.55621  -0.18
O 0.53635 -3.85558 4.46087  -0.24
C 1.79127 -4.47458 4.20028  -0.12
N -2.38756 -3.81097 4.75856  0.08
H -2.60934 -5.47594 6.84001  0.10
H -2.83574 -3.86643 7.48468  0.05
H -1.38994 -4.60672 7.97536  0.10
H -1.16115 -2.84033 6.16885  0.14
H -0.21768 -5.62293 5.26498  0.12
H 0.56402 -4.64763 6.42728  0.13
H 1.60339 -5.52263 3.80249  0.10
H 2.46105 -4.49628 5.10029  0.09
H 2.28559 -3.84927 3.42582  0.07
H -2.60830 -4.69181 4.35337  0.03
H -1.96251 -3.18608 4.10413  0.07
C -0.19093 -1.53420 -0.41056  -0.06
C 0.30726 -0.22482 0.07626  -0.41
C -0.15799 0.78042 -0.91598  -0.19
O -0.01486 2.13224 -0.42492  -0.20
C -0.50698 3.14636 -1.28073  -0.09
N -0.12344 0.05952 1.50090  0.11
H 0.27608 -2.36173 0.11989  0.03
H -0.14111 -1.72840 -1.51744  0.08
H -1.26521 -1.61580 -0.19076  0.08
H 1.36649 -0.16082 -0.00457  0.11
H -1.17189 0.51343 -1.13426  0.10
H 0.43936 0.72533 -1.83649  0.14
H -0.13345 3.10474 -2.29906  0.07
H -0.24709 4.10516 -0.75462  0.10
H -1.57912 3.10799 -1.47896  0.08
H -1.14758 -0.05898 1.50447  0.07
H -0.10861 1.04693 1.47622  0.01
C -3.12684 0.13405 -5.82537  -0.07
C -3.01569 1.34770 -4.86955  -0.30
O -2.06920 1.20990 -3.84078  -0.08
H -3.34968 -0.81467 -5.35031  0.04
H -2.18609 -0.08773 -6.32277  0.07
H -3.86880 0.25001 -6.57801  0.06
H -3.98800 1.67657 -4.51109  0.10
H -2.70605 2.24928 -5.41715  0.10
H -2.38195 0.72177 -3.10196  0.03
C -4.16594 1.21211 5.13390  -0.09
C -3.19237 0.04137 5.02446  -0.39
O -2.32032 0.24252 3.99541  -0.11
H -4.76198 1.43853 4.20567  0.07
H -3.59462 2.12092 5.27017  0.05
H -4.82404 1.20475 5.99973  0.07
H -3.77514 -0.96909 5.00117  0.12
H -2.72457 -0.08269 5.99300  0.09
H -1.41014 -0.01123 4.32066  0.02
C 4.59024 0.98131 -2.31009  -0.08
C 4.03456 0.29768 -3.54680  -0.32
O 3.73680 -1.04515 -3.15326  -0.11
H 5.51331 0.52192 -1.85710  0.08
H 3.87718 0.87932 -1.48943  0.06
H 4.69479 2.07184 -2.49342  0.07
H 4.76551 0.30418 -4.37662  0.11
H 3.14193 0.78060 -3.84564  0.07
H 4.16950 -1.54434 -3.88413  0.05
C 3.53643 7.78476 1.02905  -0.07
C 2.61759 6.84875 0.21343  -0.27
O 1.83218 5.79156 0.83389  -0.15
H 4.21341 7.24559 1.64164  0.04
H 2.99374 8.52633 1.64086  0.08
H 4.17345 8.34666 0.38537  0.06
H 3.20486 6.37633 -0.56762  0.10
H 1.91070 7.40210 -0.28767  0.06
H 2.36872 5.32302 1.54548  0.04
C 3.17537 -0.39148 -6.61296  -0.07
C 3.81518 -1.80429 -6.63304  -0.25
O 4.93585 -1.79515 -5.69607  -0.11
H 3.99859 0.34640 -6.65560  0.09
H 2.58994 -0.25152 -5.70302  0.05
H 2.45948 -0.42109 -7.40386  0.07
H 4.26697 -2.05246 -7.60387  0.11
H 3.10430 -2.61481 -6.36059  0.11
H 5.22463 -2.69184 -5.59071  0.07